(1)
A structure of composition C7H14N3O3S in a non-equilibrium geometry, computed with ωB97M-V/def2-TZVPD.

XYZ file:
```
28
Properties=species:S:1:pos:R:3:forces:R:3
C -1.96592 -0.49248 -0.68530 -2.9 0.3 -0.9
C 2.11131 1.00101 -0.14861 1.5 -0.9 -2.5
C 2.03455 0.03406 1.06456 1.8 -2.5 -0.7
C 0.27430 1.23834 1.12471 -1.7 -0.1 0.5
C 0.69227 1.52416 -0.30876 0.2 -1.4 2.2
C -2.11764 -2.57881 0.52643 -3.5 -0.7 0.0
C 0.00547 0.69593 -1.36119 0.8 -0.7 -0.5
N -1.40890 0.50301 -1.39863 0.3 -4.1 3.6
N -1.45605 -1.43908 0.06738 2.0 3.1 -1.5
N -4.56172 0.88784 0.21247 0.3 -1.5 -0.3
O -3.55361 1.30314 0.72866 -0.7 0.4 -0.1
O -5.71359 1.14554 0.37931 0.8 0.2 -0.1
O 0.68991 -0.09439 1.39965 -0.5 1.1 0.3
S -4.27448 -0.57894 -0.99294 3.2 1.1 0.9
H 2.88611 1.75816 0.00017 -0.4 0.1 0.3
H 2.41545 0.57446 -1.14133 -0.1 -0.2 1.0
H 2.38727 -1.03580 1.13542 0.2 1.1 -1.3
H 2.67337 0.50230 1.77282 -0.1 0.6 1.5
H 0.81646 1.91662 1.79780 -0.3 0.0 -0.1
H -0.78237 1.28312 1.32846 -0.5 0.3 0.1
H 0.63519 2.55170 -0.37742 -0.1 2.2 -1.0
H -2.94056 -2.73947 -0.21090 0.4 -0.2 0.9
H -2.61756 -2.26485 1.50251 0.9 -1.4 -0.8
H -1.49250 -3.45968 0.41374 0.1 0.1 0.9
H 0.15954 1.10231 -2.34904 1.0 -0.1 -0.3
H 0.40919 -0.31810 -1.23354 0.2 0.3 -0.7
H -1.92965 1.25193 -1.65174 -2.4 2.4 -1.0
H -0.51201 -1.30273 0.49150 -0.4 0.6 -0.4
```
Forces are in eV/Å.

Calculated values
* charge: +1
* F_max: 5.4 eV/A
* total energy: -28921.2973 eV
* orbital gap: 8.765 eV

---

(2)
The molecule C7H14N3O4P in a non-equilibrium geometry, computed with ωB97M-V/def2-TZVPD.

XYZ file:
```
29
Properties=species:S:1:pos:R:3:forces:R:3
C -3.32248 1.55438 1.34581 0.0 0.3 -0.4
C -2.59454 2.24469 0.21201 0.9 -2.8 -1.1
O -1.44367 1.26982 -0.11377 -0.9 0.4 0.6
C -0.39007 1.75475 -0.71996 -1.2 -3.7 -2.4
O -0.05248 2.84997 -0.91839 1.0 1.5 0.1
N 0.22731 0.43477 -1.60295 -0.1 2.1 2.5
O -0.78039 -0.42936 -2.06088 0.5 2.0 -2.0
P 1.26875 -0.27547 -0.44341 -1.1 -1.0 -0.8
O 2.08586 0.69726 0.30214 -0.1 -0.3 -0.3
N 0.20177 -1.26172 0.46496 0.5 -0.2 -1.5
C 0.22836 -0.94247 1.82347 -3.4 0.5 3.9
C 0.91984 -2.13863 1.44654 0.5 -2.9 -1.0
N 1.98069 -1.48480 -1.33652 -0.9 -1.3 1.0
C 2.44864 -1.25413 -2.66278 0.4 1.5 -0.7
C 3.38742 -1.43260 -1.54167 0.2 -0.4 -1.4
H -2.71923 1.60005 2.22199 0.2 0.1 0.9
H -4.28238 2.01368 1.48750 -0.4 0.7 0.4
H -3.59732 0.51514 1.17672 0.5 -0.1 -0.5
H -2.01332 3.14339 0.42408 -1.1 0.4 -0.1
H -3.23077 2.13387 -0.71006 0.8 1.1 0.8
H -0.95356 -1.10326 -1.44601 -0.2 -1.5 2.1
H -0.80872 -1.21002 2.35779 2.3 1.0 -1.0
H 0.71418 -0.04035 2.15763 0.1 0.1 0.1
H 1.99123 -2.25707 1.18053 -0.7 0.4 0.9
H 0.40920 -3.13959 1.71473 0.8 1.7 -0.8
H 2.30296 -0.24236 -3.00432 0.0 0.1 -0.4
H 2.31701 -2.03088 -3.39604 -0.2 -0.3 0.0
H 4.01966 -2.26961 -1.60422 0.2 -1.6 0.6
H 3.84632 -0.62368 -1.10832 1.2 2.1 0.6
```
Forces are in eV/Å.

Calculated values
* F_max: 5.2 eV/A
* total energy: -29431.4155 eV
* orbital gap: 10.362 eV
* SMILES: CCOC(=O)N(O)P(=O)(N1CC1)N1CC1

---

(3)
A cluster of 2 separate species, C7H14N4O in total, computed with ωB97M-V/def2-TZVPD.

XYZ file:
```
26
Properties=species:S:1:pos:R:3:forces:R:3
H 3.02878 1.27294 0.67352 -0.8 -0.2 0.2
N 2.08529 0.88860 0.86591 0.9 0.0 -0.2
C 2.15050 -0.38110 0.97396 -0.1 -0.3 0.0
N 1.04197 -1.16946 1.16145 0.3 0.1 -0.2
C 3.43617 -1.23701 0.92233 -0.7 -0.3 -0.3
N 4.61627 -0.56756 1.02080 0.2 0.0 0.6
O 3.34489 -2.43752 0.72184 0.3 0.6 0.1
H 0.16354 -0.72558 0.93063 0.1 -0.2 0.0
H 1.16627 -2.14892 0.91066 -0.1 0.5 0.2
H 5.40819 -1.17722 1.16834 0.0 0.1 -0.1
H 4.65063 0.29170 1.56128 -0.1 -0.3 -0.3
C -1.93238 -1.53241 -1.27768 -0.1 0.2 -0.1
C -2.47947 -0.48339 -1.88434 -0.3 -0.2 0.5
C -3.57647 0.34916 -1.26378 0.6 0.2 -0.3
C -3.07569 1.78564 -1.20432 -0.6 0.3 0.0
C -2.19624 2.19150 -0.10645 0.4 -0.2 0.2
N -3.58125 2.69485 -0.13063 0.1 -0.6 -0.3
H -1.13426 -2.09492 -1.75488 -0.1 0.0 0.2
H -2.29614 -1.83389 -0.28869 0.2 -0.1 -0.4
H -2.11870 -0.14093 -2.85139 0.0 -0.1 0.0
H -3.82568 -0.03708 -0.26180 0.1 0.2 -0.2
H -4.48019 0.30400 -1.87527 -0.1 0.0 0.0
H -2.94145 2.27219 -2.18934 -0.2 -0.3 0.7
H -1.93346 1.42678 0.62639 -0.1 0.2 -0.1
H -1.39683 2.89753 -0.31211 -0.2 0.1 0.2
H -4.14427 2.11416 0.50689 0.3 0.4 -0.3
```
Forces are in eV/Å.

Calculated values
* F_max: 0.9 eV/A
* total energy: -15492.7049 eV
* orbital gap: 10.113 eV
* SMILES: [H]/N=C(/N)C(N)=O.C=CC[C@@H]1CN1

---

(4)
The molecule C7H14N4O in a non-equilibrium geometry, computed with ωB97M-V/def2-TZVPD.

XYZ file:
```
26
Properties=species:S:1:pos:R:3:forces:R:3
C -0.41201 -2.16825 -0.58398 0.0 -0.3 0.2
C 0.56001 -3.21532 -0.48270 -0.6 -1.0 -0.5
C -0.79817 0.73124 1.60119 -2.3 -1.3 0.4
C 1.57837 1.08662 0.87375 1.5 -1.2 -1.7
C -0.05142 2.63434 0.06663 -1.1 0.1 0.5
C -1.45232 0.57082 -1.40589 -1.0 -0.6 -1.3
C 0.08833 1.17162 0.44592 2.3 0.6 2.1
N 1.57922 -1.26299 -0.63057 0.3 2.3 -0.7
N 0.44311 -4.46900 -0.44084 -1.1 -0.7 0.0
N 0.29907 -1.04596 -0.67433 0.0 1.4 0.3
N -0.14409 0.47554 -0.76792 1.0 -3.4 -0.7
O 1.76489 -2.59172 -0.54105 0.1 0.6 0.1
H -1.45383 -2.30427 -0.73709 -0.4 0.2 0.1
H -1.88742 0.61789 1.33481 0.9 0.1 -0.4
H -0.54459 -0.24740 2.00203 0.4 -0.5 -0.5
H -0.94768 1.22130 2.55404 0.9 1.4 -0.1
H 1.73448 1.69426 1.73412 -0.1 0.3 0.9
H 2.25180 1.58633 0.06434 -1.2 -1.2 1.1
H 1.94319 0.01715 1.05349 -0.5 1.8 -0.1
H 0.05178 2.77164 -1.00720 0.3 0.3 0.2
H -1.04908 2.84634 0.38071 -1.0 0.9 -0.3
H 0.58733 3.26364 0.68623 0.1 0.0 -0.4
H -1.20079 0.73991 -2.47456 -0.7 0.4 0.5
H -1.96279 -0.40296 -1.42667 0.1 0.3 0.3
H -2.25220 1.29425 -1.02105 1.8 -0.7 -0.2
H 1.27481 -5.01500 -0.60339 0.3 0.3 0.2
```
Forces are in eV/Å.

Calculated values
* F_max: 3.6 eV/A
* total energy: -15488.2393 eV
* orbital gap: 8.198 eV

---

Values for energy above the lowest of the compared OMol25 structures with the same formula, charge and spin, kJ/mol, ordered as above
469.3; 122.4; 177.5; 608.4